(1)
{
  "formula": "C30H52As2CsF3N5O6PS",
  "method": "ωB97M-V/def2-TZVPD",
  "symbols": ["Cs", "N", "C", "C", "O", "N", "C", "C", "O", "O", "H", "H", "H", "H", "H", "H", "C", "As", "C", "C", "C", "C", "C", "C", "C", "As", "C", "C", "H", "H", "H", "H", "H", "H", "H", "H", "H", "H", "H", "H", "H", "H", "H", "H", "F", "C", "F", "F", "C", "C", "C", "C", "N", "C", "S", "H", "H", "H", "C", "C", "C", "C", "N", "N", "H", "H", "H", "H", "H", "H", "H", "H", "H", "H", "H", "H", "C", "C", "O", "P", "O", "C", "C", "O", "C", "C", "H", "H", "H", "H", "H", "H", "H", "H", "H", "H", "H", "H", "H", "H", "H"],
  "xyz": [[1.6800, 0.2025, 0.1068], [3.7414, -0.7090, 3.3005], [4.5790, -0.6611, 2.0946], [4.3327, -1.9417, 1.2894], [4.4473, -3.0163, 1.9473], [4.0187, -1.7482, 0.0315], [3.7653, -2.9465, -0.7551], [2.4388, -2.8193, -1.5248], [2.4727, -2.8929, -2.7818], [1.3891, -2.6455, -0.8433], [4.0655, -0.0505, 3.9979], [3.8487, -1.6519, 3.6679], [5.6538, -0.6240, 2.3282], [4.3406, 0.2283, 1.5094], [3.7111, -3.8390, -0.1186], [4.5625, -3.0962, -1.4907], [0.5345, 0.9102, 4.9870], [-0.3020, 0.5679, 3.2511], [-1.4898, 2.1305, 3.2228], [-1.6429, -0.7647, 3.8629], [-2.4589, -0.5225, 4.9645], [-3.4170, -1.4398, 5.3726], [-3.5645, -2.6251, 4.6680], [-2.7512, -2.8839, 3.5731], [-1.7810, -1.9715, 3.1574], [-0.6748, -2.2727, 1.5426], [0.9978, -2.7743, 2.4178], [-1.2286, -4.1003, 1.1004], [-0.2002, 1.1593, 5.7539], [1.2207, 1.7450, 4.8504], [1.0980, 0.0263, 5.2838], [-2.0466, 2.2327, 4.1559], [-2.1910, 2.0422, 2.3941], [-0.8530, 2.9992, 3.0580], [-2.3515, 0.4063, 5.5153], [-4.0450, -1.2288, 6.2307], [-4.3117, -3.3508, 4.9695], [-2.8820, -3.8156, 3.0364], [0.8084, -3.5429, 3.1684], [1.4719, -1.9114, 2.8864], [1.6697, -3.1464, 1.6442], [-1.1514, -4.7631, 1.9641], [-0.5344, -4.4357, 0.3296], [-2.2414, -4.1265, 0.6973], [3.9392, 5.5705, 1.4831], [2.7278, 6.1431, 1.3897], [2.9564, 7.3620, 0.8098], [2.3233, 6.4265, 2.6417], [1.7331, 5.3447, 0.5998], [1.2223, 5.8975, -0.5572], [0.2882, 5.1976, -1.3078], [-0.0875, 3.9509, -0.8318], [0.3950, 3.3882, 0.2671], [1.3176, 4.0428, 1.0242], [1.9277, 3.2678, 2.4225], [1.5511, 6.8787, -0.8721], [-0.1348, 5.6021, -2.2172], [-0.8331, 3.3635, -1.3596], [-4.6115, 2.2871, -0.1221], [-3.8049, 1.0398, -0.4693], [-3.9108, 0.0244, 0.6765], [-4.3322, 0.4167, -1.7594], [-2.4296, 1.5120, -0.7153], [-1.4412, 0.5083, -0.8789], [-5.6604, 2.0342, 0.0456], [-4.5475, 3.0139, -0.9337], [-4.2262, 2.7543, 0.7886], [-4.9542, -0.2593, 0.8350], [-3.5262, 0.4355, 1.6126], [-3.3578, -0.8922, 0.4617], [-5.3739, 0.1095, -1.6391], [-3.7505, -0.4650, -2.0345], [-4.2628, 1.1352, -2.5779], [-2.1173, 2.0882, 0.0613], [-1.4924, 0.1292, -1.8179], [-1.5631, -0.2498, -0.2110], [3.3499, -2.1116, -5.7101], [2.7476, -0.8968, -5.0386], [1.3178, -0.9951, -5.0776], [0.4970, -0.7933, -3.6694], [-0.6985, -1.8627, -3.9390], [-0.4238, -3.2711, -3.9198], [-0.9375, -3.8773, -2.6320], [-0.5138, 0.4649, -4.0471], [-0.1308, 1.7530, -3.5816], [0.7311, 2.4890, -4.5900], [4.4362, -2.0138, -5.7774], [2.9440, -2.2368, -6.7169], [3.1204, -2.9862, -5.1034], [3.0351, 0.0279, -5.5509], [3.0913, -0.8577, -4.0023], [0.6494, -3.4439, -4.0001], [-0.9295, -3.6843, -4.7972], [-0.3719, -3.4484, -1.8010], [-0.7878, -4.9607, -2.6359], [-2.0032, -3.6698, -2.5010], [0.3957, 1.6679, -2.6247], [-1.0584, 2.2956, -3.3892], [1.6652, 1.9528, -4.7638], [0.9706, 3.4881, -4.2176], [0.2112, 2.5798, -5.5453]],
  "forces_ev_per_angstrom": [[0.0911, 0.0929, 0.0058], [-0.0138, -0.0120, -0.0128], [0.0121, 0.0406, 0.0296], [-0.0083, -0.0504, 0.0395], [-0.0061, 0.0114, -0.0143], [0.0226, -0.0216, -0.0045], [-0.0648, 0.0844, 0.0198], [0.0122, -0.1172, -0.0929], [0.0050, -0.0342, 0.0327], [0.0384, 0.0816, 0.1293], [0.0075, 0.0043, -0.0069], [-0.0025, 0.0002, 0.0024], [-0.0027, 0.0073, 0.0001], [0.0019, -0.0171, -0.0097], [-0.0204, -0.0092, -0.0075], [-0.0008, 0.0016, -0.0073], [0.0319, 0.0101, 0.0049], [-0.0995, 0.0066, -0.0594], [0.0105, -0.0045, 0.0562], [0.0146, -0.0168, -0.0228], [0.0105, 0.0205, -0.0043], [-0.0045, -0.0058, -0.0031], [-0.0049, 0.0017, 0.0044], [0.0018, -0.0017, -0.0060], [-0.0002, 0.0043, 0.0096], [-0.0247, -0.0785, -0.0169], [0.0096, 0.0386, 0.0184], [0.0247, -0.0320, -0.0054], [-0.0105, -0.0113, -0.0060], [0.0028, -0.0012, -0.0047], [0.0070, 0.0000, -0.0082], [0.0080, 0.0129, -0.0005], [-0.0068, -0.0096, -0.0119], [0.0032, -0.0005, 0.0024], [-0.0021, -0.0051, 0.0028], [0.0003, 0.0027, -0.0003], [-0.0008, 0.0004, 0.0001], [0.0111, -0.0005, -0.0077], [-0.0002, 0.0006, 0.0011], [-0.0080, 0.0121, -0.0106], [-0.0007, 0.0033, 0.0015], [-0.0094, 0.0046, 0.0033], [-0.0018, 0.0396, 0.0007], [-0.0016, 0.0078, -0.0006], [-0.0006, -0.0069, -0.0061], [0.0254, -0.0007, 0.0173], [-0.0080, 0.0041, -0.0062], [-0.0112, 0.0100, -0.0010], [-0.0081, -0.0094, -0.0094], [-0.0065, 0.0005, -0.0046], [0.0079, -0.0157, 0.0297], [-0.0248, 0.0336, -0.0056], [-0.0442, 0.0105, 0.0610], [0.0153, -0.0195, 0.0317], [0.0422, 0.0003, -0.0538], [0.0031, 0.0015, 0.0026], [-0.0036, -0.0025, -0.0013], [0.0080, -0.0015, -0.0235], [-0.0043, -0.0047, -0.0078], [0.0120, -0.0104, 0.0117], [-0.0037, 0.0113, -0.0129], [0.0183, 0.0000, 0.0023], [-0.0004, 0.0088, 0.0439], [-0.0675, -0.0353, -0.0261], [0.0011, 0.0007, 0.0001], [0.0013, 0.0060, 0.0031], [-0.0021, 0.0002, 0.0009], [-0.0039, 0.0102, 0.0070], [0.0042, -0.0084, 0.0039], [-0.0059, -0.0010, -0.0069], [-0.0011, 0.0001, -0.0008], [0.0032, -0.0007, 0.0011], [-0.0107, 0.0022, -0.0022], [0.0130, -0.0012, -0.0081], [-0.0507, 0.0184, -0.0066], [0.1400, -0.1126, -0.0614], [-0.0640, -0.0136, -0.0002], [-0.0274, -0.0553, 0.0256], [0.0923, 0.0605, 0.0181], [-0.0247, -0.0054, 0.0210], [-0.0014, 0.0744, 0.0842], [0.0033, -0.0741, 0.0191], [-0.0376, 0.0621, 0.0182], [-0.0312, 0.0179, -0.1107], [0.0529, -0.0210, -0.0031], [-0.0179, 0.0103, -0.0126], [-0.0023, 0.0316, 0.0143], [0.0088, 0.0111, 0.0009], [0.0057, -0.0254, -0.0053], [-0.0010, -0.0021, -0.0220], [-0.0141, 0.0293, 0.0054], [0.0149, -0.0031, -0.0078], [-0.0011, -0.0097, -0.0009], [-0.0025, -0.0429, -0.0315], [0.0057, -0.0018, -0.0068], [-0.0219, -0.0174, -0.0315], [-0.0177, 0.0084, -0.0076], [0.0070, 0.0238, 0.0119], [0.0096, -0.0053, 0.0103], [-0.0003, 0.0000, 0.0008], [-0.0042, -0.0014, -0.0022]],
  "charge": -2,
  "energy_ha": -7430.562592,
  "de_lowest_kcal_mol": 0.0,
  "gap_ha": 0.2150,
  "largest_force_ha_per_bohr": 0.004,
  "e_homo_ev": -2.1,
  "e_lumo_ev": 3.72
}

(2)
{
  "formula": "C43H73N2O10",
  "method": "ωB97M-V/def2-TZVPD",
  "symbols": ["C", "C", "C", "N", "C", "C", "C", "O", "O", "C", "C", "C", "C", "C", "C", "C", "C", "C", "C", "C", "O", "C", "C", "C", "C", "C", "O", "C", "C", "C", "C", "C", "C", "C", "N", "C", "C", "H", "H", "H", "H", "H", "H", "H", "H", "H", "H", "H", "H", "H", "H", "H", "H", "H", "H", "H", "H", "H", "H", "H", "H", "H", "H", "H", "H", "H", "H", "H", "H", "H", "H", "H", "H", "H", "H", "H", "H", "H", "H", "H", "H", "H", "H", "H", "H", "H", "O", "C", "O", "C", "C", "C", "H", "H", "H", "H", "H", "H", "H", "H", "O", "C", "O", "C", "C", "C", "H", "H", "H", "H", "H", "H", "H", "H", "O", "C", "O", "C", "C", "C", "H", "H", "H", "H", "H", "H", "H", "H"],
  "xyz": [[-1.3925, -1.4681, 4.1379], [-2.0059, -2.1769, 3.0607], [-2.6590, -2.5422, 1.5962], [-1.8894, -2.0190, 0.4047], [-0.7921, -2.7561, -0.0326], [-0.1320, -4.1499, 0.5154], [0.6052, -4.0549, 1.9745], [0.0172, -4.7346, 2.9981], [1.8108, -3.2817, 2.3080], [-0.1314, -2.0507, -1.3648], [0.7413, -2.9472, -2.4234], [2.3068, -3.1931, -2.0075], [3.3469, -2.3039, -2.9694], [3.7849, -3.2005, -4.2692], [5.2274, -2.8051, -4.9382], [5.8663, -1.3828, -4.4342], [6.8542, -1.7050, -3.1481], [6.9544, -0.4813, -2.0554], [7.1250, 1.0107, -2.7299], [7.5351, 2.0838, -1.5175], [6.3473, 2.9363, -1.2195], [6.7096, 4.0713, -0.3556], [-1.5534, -1.3471, -1.8949], [-2.4146, -2.3412, -2.8641], [-3.4771, -3.3288, -2.1035], [-2.1492, -0.7864, -0.4885], [-3.5570, -0.4729, -0.2931], [-4.2129, 0.1556, -1.4333], [-3.4625, 1.4529, -2.0880], [-4.1727, 1.7053, -3.5811], [-5.6473, 2.4129, -3.4726], [-1.3788, 0.3954, 0.3518], [-0.0366, 1.2068, -0.0823], [0.5560, 2.3392, 0.8844], [0.0869, 2.8863, 2.1873], [-1.1624, 2.1470, 2.5187], [-1.9381, 0.9592, 1.7736], [-0.9225, -0.9676, 5.0924], [-3.7879, -2.2061, 1.6415], [-2.6907, -3.7346, 1.5450], [0.6385, -4.6572, -0.2234], [-1.0294, -4.9298, 0.6121], [1.9556, -3.4241, 3.3097], [0.6854, -1.3577, -0.8943], [0.6638, -2.4348, -3.4987], [0.2073, -4.0028, -2.5172], [2.5325, -2.9178, -0.8926], [2.5430, -4.3536, -2.1573], [4.2223, -1.9840, -2.2624], [2.8195, -1.3107, -3.3670], [3.8719, -4.3295, -3.8968], [2.9643, -3.2190, -5.1287], [5.1245, -2.7550, -6.1255], [6.0465, -3.6457, -4.7412], [5.0917, -0.5263, -4.2435], [6.5844, -0.9975, -5.2985], [6.5214, -2.6962, -2.5755], [7.9325, -1.8878, -3.5683], [7.9322, -0.7005, -1.4067], [6.0556, -0.5454, -1.2831], [8.0048, 0.9870, -3.5068], [6.1065, 1.3702, -3.2291], [8.4633, 2.7310, -1.8717], [7.7785, 1.4744, -0.5216], [6.2492, 5.0569, -0.8449], [7.8658, 4.2372, -0.2774], [6.2347, 3.9270, 0.7259], [-1.1362, -0.5074, -2.6174], [-1.7834, -3.0107, -3.5925], [-3.0689, -1.6360, -3.5717], [-2.8879, -4.3415, -1.8768], [-3.8786, -2.9405, -1.0759], [-4.3674, -3.6359, -2.8089], [-5.2657, 0.5562, -1.0342], [-4.5097, -0.5943, -2.3134], [-2.3214, 1.3190, -2.3095], [-3.6524, 2.4688, -1.4915], [-3.4049, 2.3027, -4.2517], [-4.3332, 0.6617, -4.1282], [-5.9830, 2.6593, -4.5916], [-5.5995, 3.3771, -2.8094], [-6.4885, 1.7105, -3.0191], [0.4942, 0.9563, -1.1043], [1.5655, 2.8522, 0.4985], [-1.6707, 2.5198, 3.5355], [-2.9115, 0.4924, 2.2465], [-6.2505, -5.0197, 8.6319], [-5.3983, -4.9533, 7.7473], [-5.2336, -3.8119, 7.0417], [-4.1518, -3.5691, 6.1228], [-4.4778, -4.1171, 4.7468], [-4.5920, -6.1612, 7.3715], [-3.2059, -3.9507, 6.5164], [-4.0417, -2.4813, 6.0569], [-4.6076, -5.2034, 4.7677], [-3.6814, -3.8776, 4.0381], [-5.4174, -3.6937, 4.3798], [-5.1607, -6.7663, 6.6608], [-4.4052, -6.7479, 8.2760], [-3.6145, -5.9249, 6.9564], [-7.4602, 4.7906, -4.5590], [-8.1747, 5.3380, -3.7205], [-8.3259, 6.6814, -3.7243], [-9.2760, 7.3982, -2.9137], [-8.7064, 7.6833, -1.5374], [-8.8150, 4.5389, -2.6243], [-10.2354, 6.8754, -2.8739], [-9.4637, 8.3480, -3.4260], [-8.4927, 6.7591, -0.9920], [-9.4061, 8.2796, -0.9468], [-7.7606, 8.2269, -1.6205], [-8.1000, 4.4112, -1.8076], [-9.0851, 3.5568, -3.0240], [-9.7364, 4.9749, -2.2438], [9.1928, 1.5699, 2.4046], [8.4783, 2.1173, 3.2430], [8.3271, 3.4607, 3.2393], [7.3770, 4.1776, 4.0498], [7.9466, 4.4626, 5.4261], [7.8380, 1.3182, 4.3393], [6.4176, 3.6547, 4.0896], [7.1893, 5.1273, 3.5375], [8.1603, 3.5384, 5.9716], [7.2469, 5.0589, 6.0168], [8.8924, 5.0062, 5.3430], [8.5530, 1.1905, 5.1559], [7.5679, 0.3361, 3.9395], [6.9166, 1.7542, 4.7198]],
  "forces_ev_per_angstrom": [[-4.4388, -4.9891, -7.7171], [4.3895, 5.9041, 6.5209], [-0.7507, -0.8900, 2.6756], [3.5455, -4.0564, -0.5615], [-0.1451, 1.3702, -0.9673], [-0.3752, -0.1585, 0.4545], [-2.1059, -2.5141, 7.0038], [3.6817, 4.1796, -6.7139], [-3.3161, -2.2206, -0.4932], [-0.7493, -0.6370, 1.4307], [-1.0109, -0.9806, -0.1389], [0.2322, 0.1690, -0.6103], [-0.7680, -0.2284, 0.0649], [0.4374, -1.0215, 0.1202], [0.4409, 0.3510, -0.9685], [1.1814, -0.6415, -0.3224], [-0.0729, 0.5193, 0.3471], [0.7041, -0.4978, 0.1709], [-0.1406, 0.0124, 1.1698], [-0.3385, -0.7667, -0.1908], [2.3543, 0.3247, 0.3392], [-0.4516, 0.9430, 0.1501], [2.8458, 0.8778, -1.3378], [-2.0116, 0.4673, -0.2282], [0.7662, -1.2830, 0.1015], [-0.5108, 0.9406, 1.4723], [1.4650, -0.6721, -1.6730], [-1.6941, 1.5914, -1.2947], [-0.7870, 0.5604, -1.3768], [-0.0710, -0.6526, 0.2953], [0.1082, -0.1447, -0.8235], [2.7943, 4.5580, 2.3167], [-2.1238, 0.0426, 2.8818], [-0.4741, -0.4835, -0.1374], [-3.5230, -5.8739, -4.5022], [-0.0750, -0.6663, -0.6461], [2.6635, 0.9251, -1.9871], [-1.2270, -1.4896, -2.3778], [2.5154, -0.2957, -0.5008], [0.2535, 2.6973, -0.0256], [-1.6192, 1.7019, 1.1463], [2.0723, 1.7167, 0.2536], [-0.6643, 0.0055, -2.0970], [-1.8679, -0.5256, -0.7547], [0.1948, -1.0210, 2.4408], [1.0332, 2.1588, 0.0171], [-0.6621, -0.5122, -1.9574], [-0.4307, 2.6077, 0.3789], [-1.3916, -0.6905, -1.7213], [1.0356, -2.0817, 1.0805], [-0.2212, 2.3872, -0.7957], [1.5534, 0.2834, 2.0382], [0.0313, -0.1612, 2.5979], [-1.8656, 1.7849, -0.2920], [1.3313, -1.8303, -0.2005], [-1.6347, -0.7114, 1.7869], [0.6353, 2.1125, -1.3047], [-2.0600, 0.2289, 0.7697], [-2.0932, 0.5483, -1.3466], [1.6857, 0.4147, -1.7328], [-1.8508, 0.0050, 1.3898], [2.3582, -0.7045, 1.0129], [-1.9805, -1.2038, 0.8983], [-0.1746, 1.3459, -2.1791], [0.9122, -2.1499, 1.1108], [-2.1669, -0.4989, -0.0578], [1.1315, 0.2681, -2.2390], [-1.2800, -1.3016, 1.7516], [-0.7999, 1.5946, 1.6756], [1.5985, -1.4337, 1.5507], [-1.3508, 2.0207, -0.3259], [0.6381, -0.4946, -2.1549], [1.8105, 0.7979, 1.4423], [2.4612, -1.0378, -0.6128], [1.0176, 1.2827, 2.0721], [-2.1540, 0.1238, 0.7976], [0.6212, -2.4702, -0.9726], [-1.8290, -0.9554, 1.4294], [0.4733, 2.0492, 1.1410], [0.6053, -0.2339, 2.7393], [-0.0873, -1.7247, -1.4950], [1.9519, 1.2588, -0.8769], [-1.0766, 0.7645, 2.3760], [-2.5163, -1.2777, 0.8991], [1.2315, -0.9798, -2.5106], [2.2774, 1.2699, -1.0092], [1.6999, 0.5704, -1.9119], [-1.5712, -0.4176, 1.4540], [-0.0386, 0.4065, 0.2578], [-0.0970, -0.1085, -0.0977], [-0.1880, -0.2954, -0.0872], [0.5920, -0.2200, 0.3136], [-0.1265, -0.0963, -0.0332], [-0.2048, -0.1730, 0.2195], [0.1103, 0.1199, 0.0022], [-0.0043, -0.0185, 0.1290], [0.1072, 0.0537, 0.0884], [0.0726, 0.0682, 0.0783], [-0.2956, 0.0590, -0.1980], [-0.0783, -0.0051, -0.2179], [-1.3066, 1.3838, 1.3904], [1.1642, -0.6082, -1.1023], [0.0883, -0.2586, -0.5337], [0.0425, 0.0876, 0.2576], [0.1560, -0.1690, 0.1273], [-0.6234, -0.3745, -0.0511], [0.1467, -0.0728, 0.0169], [0.1928, -0.3086, -0.1326], [-0.1326, 0.0949, -0.0292], [0.0558, -0.0400, -0.0670], [-0.1776, 0.0164, -0.0565], [-0.0919, 0.0406, -0.0696], [0.2952, 0.1406, 0.0668], [0.1405, 0.1117, 0.1648], [-1.3722, 1.4012, 1.3841], [1.2570, -0.8015, -1.1124], [0.0230, -0.1157, -0.5561], [0.1047, 0.0621, 0.2478], [0.1487, -0.1728, 0.1336], [-0.6145, -0.3650, -0.0368], [0.1317, -0.0851, 0.0235], [0.1924, -0.2874, -0.1372], [-0.1269, 0.1050, -0.0389], [0.0531, -0.0339, -0.0633], [-0.1815, 0.0067, -0.0558], [-0.0965, 0.0275, -0.0910], [0.3217, 0.1402, 0.0734], [0.1302, 0.1299, 0.1692]],
  "charge": 1,
  "energy_ha": -2543.088826,
  "gap_ha": 0.2403,
  "largest_force_ha_per_bohr": 0.198,
  "e_homo_ev": -11.0,
  "e_lumo_ev": -4.44
}